C3H3NO2 | the ωB97M-V functional and the def2-TZVPD basis

Total charge   0
SMILES   N#CC(=O)C=O.[H][H]
Total energy   -321.2569 hartree
Gap between HOMO and LUMO   9.160 eV
Energy relative to the best compared isomer or geometry (same formula, charge and spin)   317.0 kJ/mol

The geometry in XYZ format:
```
9
Properties=species:S:1:pos:R:3:forces:R:3
N -1.934 1.782 0.189 1.00 -0.46 -0.23
C -0.904 1.325 -0.073 -0.96 0.46 0.19
C 0.415 0.713 -0.343 0.31 0.13 -0.59
O 1.012 0.890 -1.368 -0.37 -0.06 0.59
C 0.953 -0.170 0.801 0.56 -0.33 0.06
O 2.031 -0.685 0.711 -0.61 0.28 0.08
H 0.286 -0.286 1.678 0.08 0.01 -0.09
H -0.611 -1.899 -0.953 -0.05 0.00 0.02
H -1.247 -1.670 -0.643 0.02 -0.03 -0.02
```
Forces are in eV/Å.

Want to see where the charge sits? The natural (NBO) charges in e are: number 1, N, carries -0.22; number 2, C, carries 0.15; number 3, C, carries 0.38; number 4, O, carries -0.38; number 5, C, carries 0.34; number 6, O, carries -0.42; number 7, H, carries 0.14; number 8, H, carries 0.01; number 9, H, carries 0.00



C14H22NO2S | the ωB97M-V functional and the def2-TZVPD basis

Total charge   +1
Total energy   -1149.7338 hartree
Gap between HOMO and LUMO   8.204 eV
Energy relative to the best compared isomer or geometry (same formula, charge and spin)   245.3 kJ/mol

The geometry in XYZ format:
```
40
Properties=species:S:1:pos:R:3:forces:R:3
C -1.215 -0.627 1.636 -0.44 0.30 -0.24
N 0.008 0.158 1.823 0.00 0.13 0.75
C 1.263 -0.597 1.717 0.49 0.33 -0.16
C -0.005 1.465 2.057 0.17 0.50 -0.47
H -0.947 -1.684 1.545 -0.28 0.34 0.37
H -1.953 -0.446 2.431 0.38 -0.28 -0.06
H -1.684 -0.345 0.690 0.01 0.04 -0.01
H 1.027 -1.658 1.588 0.26 0.37 0.32
H 1.794 -0.265 0.824 0.03 -0.03 -0.08
H 1.923 -0.407 2.574 -0.38 -0.29 -0.11
H 0.971 1.995 1.897 -1.29 -0.42 -0.05
H -0.992 1.963 1.939 1.25 -0.35 -0.47
C 6.524 5.389 3.189 -0.19 -0.21 0.26
O 6.278 4.061 3.639 -0.60 -1.01 0.17
C 5.036 3.535 3.802 -0.32 0.46 0.19
C 4.968 2.145 4.125 -0.15 0.54 -0.77
C 3.735 1.505 4.225 -0.07 0.29 0.40
C 2.525 2.262 4.126 0.38 -0.21 0.14
C 1.189 1.665 4.525 0.66 -1.63 0.82
C 0.015 2.434 4.033 0.35 -0.61 -0.60
S -1.485 1.891 4.628 -1.16 1.16 0.99
C -1.748 2.898 6.173 -0.33 -0.58 -0.36
C -2.856 2.700 3.614 0.54 -0.27 0.40
O 1.127 0.563 5.164 -0.39 3.17 -2.02
C 2.627 3.624 3.781 -0.14 -0.30 0.39
C 3.844 4.291 3.677 0.51 -0.48 -0.59
H 7.597 5.385 3.024 -0.04 0.32 -0.06
H 5.992 5.639 2.274 -0.06 -0.19 -0.18
H 6.248 6.108 3.956 0.06 0.12 0.15
H 5.922 1.609 4.182 -0.52 0.13 0.04
H 3.715 0.411 4.408 -0.16 0.93 0.05
H 0.001 3.517 3.785 0.33 -1.03 0.21
H -2.755 2.561 6.464 0.47 0.32 0.47
H -0.955 2.618 6.891 -0.57 -0.08 -0.40
H -1.729 3.990 6.002 0.03 -0.63 -0.28
H -3.772 2.450 4.187 0.52 0.08 -0.53
H -2.735 3.794 3.566 0.14 -0.48 0.13
H -2.881 2.281 2.590 -0.09 0.08 0.77
H 1.710 4.192 3.619 0.46 0.03 0.19
H 3.847 5.354 3.400 0.16 -0.58 0.22
```
Forces are in eV/Å.

Want to see where the charge sits? The natural (NBO) charges in e are: number 1, C, carries -0.41; number 2, N, carries -0.37; number 3, C, carries -0.42; number 4, C, carries 0.01; number 5, H, carries 0.23; number 6, H, carries 0.21; number 7, H, carries 0.21; number 8, H, carries 0.23; number 9, H, carries 0.21; number 10, H, carries 0.24; number 11, H, carries 0.24; number 12, H, carries 0.20; number 13, C, carries -0.25; number 14, O, carries -0.48; number 15, C, carries 0.36; number 16, C, carries -0.26; number 17, C, carries -0.16; number 18, C, carries -0.15; number 19, C, carries 0.49; number 20, C, carries -0.71; number 21, S, carries 0.88; number 22, C, carries -0.74; number 23, C, carries -0.73; number 24, O, carries -0.61; number 25, C, carries -0.17; number 26, C, carries -0.32; number 27, H, carries 0.22; number 28, H, carries 0.18; number 29, H, carries 0.19; number 30, H, carries 0.24; number 31, H, carries 0.24; number 32, H, carries 0.25; number 33, H, carries 0.24; number 34, H, carries 0.27; number 35, H, carries 0.24; number 36, H, carries 0.26; number 37, H, carries 0.25; number 38, H, carries 0.24; number 39, H, carries 0.20; number 40, H, carries 0.23



C18H60N10O12 | the ωB97M-V functional and the def2-TZVPD basis

Total charge   0
SMILES   NC(N)=O.NC(N)=O.NC(N)=O.NC(N)=O.NC(N)=O.CCO.CCO.CCO.CCO.CCO.CCO.CO
Total energy   -2172.0607 hartree
Gap between HOMO and LUMO   7.567 eV
Energy relative to the best compared isomer or geometry (same formula, charge and spin)   802.1 kJ/mol

The geometry in XYZ format:
```
100
Properties=species:S:1:pos:R:3:forces:R:3
N -2.208 -1.585 -1.653 4.72 0.61 -3.55
C -2.938 -2.477 -1.022 2.13 -7.81 -2.51
N -3.696 -1.878 -0.229 -5.39 0.69 5.18
O -2.918 -3.888 -1.176 -0.22 6.72 0.36
H -1.436 -1.996 -2.231 -1.56 0.13 1.01
H -1.871 -0.653 -1.322 -1.53 -1.13 0.30
H -4.396 -2.340 0.361 0.85 -0.01 -0.56
H -3.488 -0.951 0.054 -0.22 0.70 0.03
N 0.126 -5.671 2.177 1.56 0.26 2.05
C -0.521 -5.661 1.018 -1.28 -5.61 -2.57
N -1.120 -4.517 0.827 -2.34 2.95 -2.47
O -0.654 -6.814 0.193 1.12 6.23 4.30
H 0.475 -6.547 2.415 0.81 -1.51 0.52
H 0.349 -4.906 2.861 -0.79 -0.83 -1.69
H -1.725 -4.436 -0.026 0.22 -0.04 0.38
H -1.337 -3.747 1.503 0.66 -1.40 -0.20
N -0.201 -0.239 3.972 3.68 2.62 2.34
C -1.296 -0.759 3.509 1.39 -5.77 -3.57
N -2.351 -0.195 4.058 -1.95 1.78 1.35
O -1.234 -1.853 2.650 -1.35 5.43 4.07
H 0.721 -0.476 3.650 -0.69 -0.66 -0.31
H -0.143 0.462 4.773 -0.66 -1.47 -1.73
H -3.176 -0.528 3.667 -1.74 -0.35 -0.66
H -2.389 0.758 4.528 0.48 -2.08 -1.18
N -5.245 1.220 3.096 -0.30 -1.08 2.68
C -4.565 1.361 1.969 2.32 -7.07 -0.37
N -4.879 2.440 1.346 0.67 2.33 -2.55
O -3.798 0.287 1.505 -3.49 5.55 2.14
H -5.145 0.423 3.719 0.18 0.25 -0.67
H -5.857 1.930 3.463 0.04 0.08 -0.28
H -4.446 2.479 0.441 -0.06 0.78 -0.25
H -5.296 3.262 1.786 0.36 -0.62 -0.46
N -2.032 1.246 -3.073 -4.27 -2.98 0.09
C -0.804 1.325 -3.578 1.81 -2.08 -6.39
N 0.008 2.207 -3.064 2.21 2.10 1.61
O -0.360 0.743 -4.740 -2.77 1.84 5.15
H -2.715 0.439 -3.405 2.42 2.30 0.78
H -2.388 1.694 -2.207 1.17 -0.43 -1.02
H 0.889 2.414 -3.604 -1.12 -0.52 0.65
H -0.003 2.524 -2.097 -0.47 -0.32 -0.40
C 2.845 -0.419 4.038 1.32 -3.29 -1.72
C 2.435 -0.558 2.582 2.21 -1.00 -2.10
O 1.879 -1.834 2.357 0.09 0.15 -0.29
H 2.630 0.549 4.204 -0.69 3.36 1.72
H 3.939 -0.571 4.139 -0.81 -0.25 0.32
H 2.221 -1.167 4.552 0.63 0.49 0.48
H 3.287 -0.351 1.847 -0.52 -0.43 1.03
H 1.792 0.242 2.319 -1.33 0.80 -0.28
H 1.701 -2.062 1.395 0.16 0.22 0.95
C 0.207 3.323 2.691 -2.03 -1.85 -1.28
C -0.935 3.243 1.600 3.48 -1.48 -1.41
O -1.549 4.375 1.151 -1.17 2.40 0.15
H 0.983 4.018 2.614 0.92 1.30 -0.52
H 0.630 2.312 2.683 0.16 0.06 -0.03
H -0.281 3.394 3.636 -0.28 0.42 0.92
H -1.619 2.542 1.948 -1.60 -1.19 1.03
H -0.634 2.764 0.617 0.72 -0.21 1.53
H -1.345 4.385 0.223 -0.27 0.58 -0.32
C 3.709 4.568 -0.093 -0.82 1.80 0.37
C 2.174 4.482 -0.153 2.23 -3.91 -1.20
O 1.521 5.488 0.421 -2.09 2.80 0.77
H 4.138 4.809 0.875 -0.39 0.20 0.35
H 4.023 5.340 -0.782 0.26 0.37 -0.13
H 4.201 3.691 -0.377 0.35 -1.67 -0.66
H 1.895 3.497 0.281 -0.07 0.23 0.08
H 1.926 4.380 -1.210 -0.08 0.03 -0.36
H 0.694 5.627 -0.082 0.67 0.16 0.78
C 2.962 0.526 -3.769 1.71 1.25 0.43
C 3.348 2.031 -4.000 0.30 -2.57 -1.33
O 2.137 2.641 -4.429 1.17 0.24 -0.34
H 2.373 0.100 -4.558 -0.27 0.14 -0.50
H 2.413 0.519 -2.865 -0.96 -0.22 0.88
H 3.828 -0.107 -3.560 0.15 0.16 -0.28
H 4.113 2.123 -4.815 -0.55 -0.07 0.59
H 3.737 2.538 -3.124 0.06 -0.16 0.43
H 2.430 3.536 -4.461 -0.51 1.54 -0.48
C 0.871 0.283 -0.383 -0.85 1.25 -1.57
C -0.412 -0.080 0.383 2.91 -0.13 1.55
O -1.555 0.585 0.050 -1.11 1.74 -2.49
H 1.734 -0.360 -0.325 -0.23 -0.89 0.48
H 1.308 1.269 -0.140 -0.58 -0.03 0.05
H 0.622 0.315 -1.475 0.23 -0.02 0.74
H -0.308 0.189 1.421 0.92 -0.44 0.65
H -0.570 -1.124 0.322 0.06 -1.22 0.01
H -2.195 0.370 0.725 -0.89 0.15 0.57
C 2.361 -3.037 -1.972 -0.06 -1.18 -0.31
C 1.915 -3.871 -0.717 -0.61 0.49 -2.44
O 1.164 -2.990 0.107 -0.95 -1.07 0.19
H 3.120 -2.285 -1.802 0.75 -0.28 0.43
H 1.605 -2.422 -2.452 -0.79 -0.39 0.49
H 2.652 -3.746 -2.776 0.34 0.46 0.47
H 2.729 -4.274 -0.171 1.24 -0.04 0.56
H 1.396 -4.823 -1.075 -0.19 1.52 0.54
H 0.382 -3.517 0.424 0.41 0.66 -0.24
C -0.418 -2.271 -4.107 1.65 1.23 -2.05
O -0.717 -3.179 -3.106 0.27 -3.48 -1.76
H 0.194 -1.432 -3.718 -0.90 -0.09 -0.11
H -1.263 -1.927 -4.747 0.28 0.04 0.87
H 0.284 -2.745 -4.813 -0.08 0.17 -0.08
H -0.688 -4.043 -3.652 -0.55 1.60 2.29
```
Forces are in eV/Å.

Results of the Löwdin charge analysis, in e, for atoms 1 through 99: number 1, N, carries 0.16; number 2, C, carries -0.58; number 3, N, carries 0.18; number 4, O, carries -0.15; number 5, H, carries 0.07; number 6, H, carries 0.08; number 7, H, carries 0.15; number 8, H, carries 0.05; number 9, N, carries 0.15; number 10, C, carries -0.58; number 11, N, carries 0.14; number 12, O, carries -0.16; number 13, H, carries 0.08; number 14, H, carries 0.15; number 15, H, carries 0.08; number 16, H, carries 0.11; number 17, N, carries 0.17; number 18, C, carries -0.58; number 19, N, carries 0.16; number 20, O, carries -0.10; number 21, H, carries 0.03; number 22, H, carries 0.16; number 23, H, carries 0.05; number 24, H, carries 0.15; number 25, N, carries 0.17; number 26, C, carries -0.54; number 27, N, carries 0.20; number 28, O, carries -0.13; number 29, H, carries 0.12; number 30, H, carries 0.12; number 31, H, carries 0.13; number 32, H, carries 0.15; number 33, N, carries 0.14; number 34, C, carries -0.63; number 35, N, carries 0.14; number 36, O, carries -0.12; number 37, H, carries 0.17; number 38, H, carries 0.10; number 39, H, carries 0.05; number 40, H, carries 0.09; number 41, C, carries -0.07; number 42, C, carries -0.38; number 43, O, carries -0.09; number 44, H, carries 0.03; number 45, H, carries 0.10; number 46, H, carries 0.09; number 47, H, carries 0.14; number 48, H, carries 0.05; number 49, H, carries 0.06; number 50, C, carries -0.03; number 51, C, carries -0.32; number 52, O, carries -0.05; number 53, H, carries 0.04; number 54, H, carries 0.05; number 55, H, carries 0.05; number 56, H, carries 0.06; number 57, H, carries 0.11; number 58, H, carries 0.07; number 59, C, carries -0.06; number 60, C, carries -0.40; number 61, O, carries -0.03; number 62, H, carries 0.08; number 63, H, carries 0.07; number 64, H, carries 0.04; number 65, H, carries 0.09; number 66, H, carries 0.11; number 67, H, carries 0.11; number 68, C, carries -0.05; number 69, C, carries -0.24; number 70, O, carries -0.09; number 71, H, carries 0.07; number 72, H, carries 0.03; number 73, H, carries 0.08; number 74, H, carries 0.12; number 75, H, carries 0.10; number 76, H, carries 0.09; number 77, C, carries -0.04; number 78, C, carries -0.33; number 79, O, carries -0.12; number 80, H, carries 0.06; number 81, H, carries 0.06; number 82, H, carries 0.06; number 83, H, carries 0.08; number 84, H, carries 0.08; number 85, H, carries 0.02; number 86, C, carries -0.07; number 87, C, carries -0.25; number 88, O, carries -0.14; number 89, H, carries 0.05; number 90, H, carries 0.03; number 91, H, carries 0.08; number 92, H, carries 0.09; number 93, H, carries 0.14; number 94, H, carries 0.06; number 95, C, carries -0.21; number 96, O, carries -0.17; number 97, H, carries 0.06; number 98, H, carries 0.10; number 99, H, carries 0.09